No. 1
This record from the OMol25 dataset describes a structure of composition C43H28AsBrCoF4NO3PS2. The level of theory is ωB97M-V/def2-TZVPD.

Spin multiplicity: 4
Gap between HOMO and LUMO (spin up / spin down), eV: 6.5 / 6.5
Energy above the lowest of the compared OMol25 structures with the same formula, charge and spin, eV: 0.000
HOMO energy (spin up / spin down), eV: -7.12 / -7.14
LUMO (spin up / spin down), eV: -0.57 / -0.65
Net charge: 0
Maximum force, eV/A: 0.71
Expectation value of S²: 3.77

Geometry as XYZ:
```
85
Properties=species:S:1:pos:R:3:forces:R:3:mulliken_charge:R:1
Co 0.068 0.540 -0.003 0.53 -0.33 -0.34 0.161
F 5.434 -4.786 1.118 0.11 -0.18 0.07 -0.309
C 4.635 -3.865 0.593 0.07 -0.08 0.05 0.789
C 5.110 -2.604 0.332 0.26 0.16 -0.01 0.064
F 6.378 -2.305 0.618 0.04 0.02 0.02 -0.341
C 4.273 -1.644 -0.195 0.00 0.23 0.01 0.100
F 4.818 -0.434 -0.360 -0.02 0.11 0.00 -0.341
C 2.934 -1.874 -0.490 -0.20 -0.11 0.14 0.052
P 1.839 -0.508 -1.028 -0.20 0.01 -0.07 1.005
C 2.828 0.342 -2.322 0.03 -0.11 0.00 0.196
C 3.568 1.505 -2.108 0.05 0.04 -0.05 0.077
C 4.314 2.077 -3.131 -0.07 0.01 0.08 -1.003
C 4.323 1.500 -4.395 -0.01 0.00 0.02 -0.512
C 3.575 0.356 -4.632 -0.08 -0.04 0.07 -0.592
C 2.830 -0.215 -3.603 0.10 0.06 -0.04 -0.696
C 2.456 2.170 1.616 0.20 0.23 -0.19 -0.996
C 3.743 1.688 1.764 0.09 0.02 -0.18 -0.070
C 3.971 0.630 2.636 -0.01 -0.02 0.01 -0.974
C 2.917 0.071 3.344 -0.01 0.01 -0.06 -0.597
C 1.629 0.580 3.199 0.06 -0.20 0.10 -0.578
C 1.398 1.638 2.338 0.01 0.35 0.18 0.098
C 2.491 -3.184 -0.238 -0.04 0.02 -0.12 -0.363
Br 0.737 -3.736 -0.648 0.10 0.07 -0.06 0.001
C 3.322 -4.152 0.300 -0.23 0.02 -0.07 0.240
F 2.887 -5.390 0.536 -0.07 -0.10 0.01 -0.344
H 3.585 1.957 -1.124 0.02 -0.05 0.01 0.348
H 4.897 2.971 -2.935 -0.05 -0.07 -0.01 0.467
H 4.912 1.942 -5.190 -0.04 -0.02 0.03 0.379
H 3.560 -0.091 -5.620 0.02 0.00 0.06 0.389
H 2.244 -1.107 -3.790 0.02 0.02 -0.01 0.447
H 4.557 2.133 1.200 -0.07 -0.06 0.05 0.413
H 4.978 0.247 2.756 -0.07 0.01 -0.01 0.469
H 3.098 -0.751 4.026 -0.02 0.02 -0.04 0.475
H 0.806 0.173 3.779 0.15 0.05 -0.09 0.571
H 0.415 2.089 2.280 0.11 -0.04 0.06 0.988
S -1.568 2.004 0.885 -0.31 0.00 -0.24 -0.587
C -3.122 1.170 0.965 0.08 -0.12 0.02 0.533
C -4.296 1.917 1.087 -0.12 0.01 0.03 -0.621
C -5.532 1.287 1.126 0.05 0.08 0.00 -0.621
C -5.625 -0.097 1.048 -0.03 0.03 0.01 -0.801
C -4.467 -0.851 0.944 0.11 0.05 0.06 -0.452
C -3.222 -0.228 0.910 -0.02 0.18 -0.08 -0.379
As -1.555 -1.183 0.722 -0.48 -0.36 0.25 1.373
C -2.237 -2.909 0.140 -0.08 0.01 -0.07 -0.123
C -2.510 -3.957 1.012 -0.08 -0.01 -0.11 0.051
C -3.041 -5.147 0.524 0.03 0.07 -0.02 -0.830
C -3.302 -5.293 -0.832 0.03 0.01 0.02 -0.428
C -3.043 -4.242 -1.704 0.01 0.01 0.05 -0.742
C -2.511 -3.055 -1.220 -0.02 -0.04 0.05 -0.322
C -1.084 -1.525 2.575 0.15 -0.13 0.02 0.473
C -0.077 -2.454 2.846 -0.02 0.05 0.09 0.178
C 0.335 -2.677 4.154 -0.02 0.05 -0.02 -0.768
C -0.241 -1.955 5.195 -0.02 0.02 0.01 -0.499
C -1.230 -1.017 4.923 0.01 -0.04 0.00 -0.772
C -1.653 -0.802 3.615 -0.05 -0.04 0.07 -0.441
H -4.228 2.997 1.143 -0.01 -0.07 -0.02 0.490
H -6.433 1.886 1.209 0.06 -0.03 0.00 0.355
H -6.592 -0.585 1.066 0.04 0.02 0.01 0.399
H -4.533 -1.930 0.895 0.01 -0.03 -0.03 0.428
H -2.319 -3.850 2.072 0.03 0.00 0.03 0.421
H -3.252 -5.960 1.208 0.02 0.01 -0.02 0.408
H -3.702 -6.227 -1.211 0.00 0.06 0.03 0.377
H -3.253 -4.348 -2.762 0.02 0.01 0.03 0.392
H -2.303 -2.238 -1.902 0.02 -0.01 -0.02 0.428
H 0.382 -3.009 2.034 -0.02 0.01 0.06 0.189
H 1.109 -3.410 4.357 -0.06 0.05 -0.01 0.446
H 0.084 -2.121 6.218 -0.04 0.01 -0.11 0.356
H -1.676 -0.448 5.732 0.03 -0.04 -0.05 0.380
H -2.424 -0.069 3.406 0.01 -0.01 0.02 0.372
O 3.965 5.159 0.864 0.03 0.01 0.04 -0.668
S 2.637 4.867 1.299 -0.04 -0.09 -0.04 1.200
O 2.294 4.973 2.679 -0.02 -0.01 -0.01 -0.652
N 2.216 3.301 0.740 0.01 0.03 0.67 0.757
C 1.273 3.314 -0.247 0.27 0.36 -0.02 0.087
O 0.870 2.324 -0.820 -0.46 -0.15 -0.22 -0.600
C 0.826 4.696 -0.530 0.17 -0.12 -0.05 0.365
C -0.158 5.059 -1.423 -0.21 0.01 -0.18 -0.393
C -0.508 6.401 -1.493 -0.02 -0.05 -0.04 -0.751
C 0.121 7.346 -0.687 -0.01 0.05 0.02 -0.508
C 1.124 6.978 0.202 0.09 0.04 0.04 -0.802
C 1.452 5.640 0.254 0.01 0.08 0.14 0.367
H -0.647 4.300 -2.023 0.01 0.07 0.04 0.593
H -1.289 6.716 -2.173 0.02 0.00 0.02 0.425
H -0.185 8.384 -0.740 0.03 -0.05 -0.03 0.417
H 1.616 7.706 0.835 -0.03 -0.03 -0.04 0.484
```
Forces are in eV/Å.

---

No. 2
This record from the OMol25 dataset describes a structure of composition C43H28BrCl2IN4OPPt. The level of theory is ωB97M-V/def2-TZVPD.

Gap between HOMO and LUMO, eV: 4.6
Energy above the lowest of the compared OMol25 structures with the same formula, charge and spin, eV: 9.498
HOMO energy, eV: -3.12
LUMO, eV: 1.51
Net charge: -1
Maximum force, eV/A: 0.47

Geometry as XYZ:
```
82
Properties=species:S:1:pos:R:3:forces:R:3:mulliken_charge:R:1
Pt -1.252 -1.136 0.629 0.04 0.21 0.07 1.037
Br -1.969 6.039 -1.762 0.00 0.00 0.00 -0.275
C -1.264 4.782 -3.014 0.00 -0.02 0.03 -0.114
C -1.953 3.611 -3.295 0.01 0.02 0.02 -0.450
C -1.420 2.658 -4.143 -0.03 0.00 -0.02 -0.772
C -0.153 2.859 -4.801 -0.03 0.03 -0.07 0.597
C 0.497 4.110 -4.508 -0.02 0.01 -0.06 -0.389
C -0.040 5.029 -3.643 -0.01 0.01 0.00 -0.176
N 0.445 1.996 -5.596 0.07 -0.04 0.06 -0.928
N -0.290 0.846 -5.833 -0.09 0.01 0.05 -0.701
C -0.083 -0.186 -5.096 0.05 -0.02 -0.06 -0.104
C -0.963 -1.335 -5.338 0.01 -0.01 0.02 -0.743
C -1.189 -2.263 -4.399 0.05 0.03 -0.02 -0.380
C -0.440 -2.257 -3.164 -0.04 0.14 0.03 0.352
O -2.178 -1.899 -0.981 0.02 -0.17 0.04 -0.703
C 0.646 -1.301 -2.977 0.01 -0.01 0.06 0.009
N 1.396 -1.415 -1.870 -0.01 0.04 0.02 -0.287
C 2.452 -0.624 -1.747 -0.02 -0.02 0.02 -0.394
C 2.828 0.302 -2.707 -0.02 0.03 -0.03 -0.640
C 2.013 0.472 -3.815 0.03 0.00 0.02 -0.103
C 0.872 -0.314 -3.960 0.01 -0.04 -0.02 0.412
H -2.917 3.432 -2.831 0.00 0.00 0.01 0.578
H -1.971 1.747 -4.330 0.00 0.01 -0.01 0.408
H 1.436 4.315 -5.010 0.01 0.00 0.01 0.413
H 0.488 5.955 -3.441 0.00 0.00 0.00 0.397
H -1.499 -1.337 -6.277 -0.02 0.02 0.01 0.367
H -1.919 -3.051 -4.543 -0.02 0.02 0.02 0.401
H 3.034 -0.743 -0.836 -0.01 0.00 0.00 0.395
H 3.716 0.904 -2.567 0.01 0.00 0.00 0.417
H 2.221 1.221 -4.565 0.01 -0.01 0.00 0.638
I -1.619 1.225 -0.365 0.09 -0.25 0.00 -0.041
C 0.335 1.975 -0.234 0.01 -0.02 0.02 -0.650
C 0.736 2.603 -1.376 -0.04 0.01 0.01 0.355
C 1.952 3.314 -1.406 0.05 0.01 0.02 -1.195
C 2.694 3.407 -0.275 -0.01 0.00 0.00 -1.049
C 2.298 2.749 0.919 -0.01 -0.01 0.00 0.795
C 3.084 2.924 2.078 0.00 0.00 0.00 -0.804
C 2.744 2.330 3.254 0.00 0.01 0.00 -1.320
C 1.639 1.467 3.281 0.01 -0.02 -0.02 0.088
C 0.843 1.239 2.179 0.05 -0.03 -0.02 1.096
P -0.385 -0.107 2.422 -0.08 -0.04 -0.04 0.895
C 0.455 -1.223 3.585 0.01 0.04 0.02 0.020
C 1.410 -2.090 3.059 0.01 0.00 0.00 -0.544
C 2.109 -2.944 3.897 0.00 0.01 0.00 -0.795
C 1.852 -2.945 5.261 0.00 0.00 0.00 -0.647
C 0.893 -2.093 5.787 0.00 -0.01 0.00 -0.705
C 0.196 -1.230 4.952 -0.02 -0.01 -0.01 -0.089
C -1.727 0.646 3.390 0.00 0.00 -0.03 0.288
C -1.780 2.001 3.690 0.02 0.00 0.03 -0.674
C -2.869 2.521 4.379 0.00 0.00 0.01 -0.677
C -3.903 1.687 4.774 0.00 0.00 0.00 -0.486
C -3.857 0.331 4.472 0.00 0.00 0.00 -0.712
C -2.780 -0.187 3.774 -0.01 0.00 -0.02 -0.305
C 1.116 1.950 0.961 -0.04 0.02 0.00 0.927
H 0.123 2.575 -2.269 0.00 0.00 -0.01 -0.169
H 2.243 3.796 -2.329 -0.01 -0.01 0.01 0.472
H 3.607 3.990 -0.254 0.00 0.00 0.00 0.345
H 3.963 3.555 2.007 0.00 0.00 0.00 0.441
H 3.333 2.478 4.149 0.00 0.00 0.00 0.428
H 1.436 0.935 4.200 0.00 0.00 0.00 0.532
H 1.594 -2.112 1.990 0.00 0.01 0.00 0.624
H 2.836 -3.625 3.476 0.00 0.00 0.00 0.387
H 2.391 -3.621 5.912 0.00 0.00 0.00 0.369
H 0.682 -2.098 6.849 0.00 0.00 0.00 0.423
H -0.551 -0.566 5.368 0.00 0.00 0.00 0.372
H -0.976 2.657 3.379 0.00 0.00 0.00 0.361
H -2.908 3.579 4.599 0.00 0.00 0.00 0.403
H -4.752 2.094 5.308 0.00 0.00 0.00 0.374
H -4.670 -0.320 4.767 0.00 0.00 0.00 0.414
H -2.754 -1.239 3.512 0.00 0.00 0.00 0.455
Cl -1.053 -2.944 -1.833 0.16 0.15 -0.17 0.356
C -2.918 -4.667 -2.130 -0.34 -0.30 -0.12 -0.608
C -2.402 -5.759 -1.655 0.30 0.07 0.35 -0.026
C -1.266 -6.496 -1.111 0.00 -0.11 -0.11 -0.428
C -0.239 -6.175 -0.303 -0.05 -0.07 0.10 -0.490
C 0.159 -5.039 0.482 0.02 0.07 -0.03 0.575
Cl 1.832 -5.094 1.058 0.01 0.00 0.02 -0.297
C -0.518 -3.959 0.900 0.01 -0.13 -0.05 0.363
N -1.073 -3.021 1.370 -0.09 0.21 -0.02 -0.609
H -3.303 -6.373 -1.873 -0.13 0.14 -0.05 0.345
H -1.259 -7.530 -1.437 0.04 0.02 -0.05 0.285
H 0.465 -6.991 -0.170 0.01 0.00 -0.03 0.271
```
Forces are in eV/Å.